The following is a DFT calculation (the ωB97M-V functional and the def2-TZVPD basis) of the ion CHN2S2 with charge +1 at a distorted geometry.

Computed properties:
DFT total energy: -25691.8592 eV
total charge: +1
E_HOMO (spin up / spin down): -14.11 / -16.47 eV
energy above the lowest of the compared OMol25 structures with the same formula, charge and spin: 0.000 eV
gap between HOMO and LUMO (spin up / spin down): 8.705 / 8.599 eV
largest force on an atom: 3.93 eV/Å
spin multiplicity: 3
lowest unoccupied orbital energy (spin up / spin down): -5.4073 / -7.8698 eV
⟨S²⟩: 2.010

Last column: Mulliken spin population.
Element x y z (Å)
C 1.418 -0.745 -0.044  0.7686
N 1.404 0.541 -0.037  0.1247
N -0.928 0.100 -0.025  0.3348
S -0.149 -1.405 -0.071  0.3636
S 0.143 1.473 -0.074  0.4197
H -1.889 0.035 0.251  -0.0113

Atomic forces in eV per Å
-1.1 3.8 0.0
2.7 -2.8 -0.2
1.3 -0.2 -0.3
-0.3 -0.3 0.0
-1.7 -1.1 0.3
-0.7 0.6 0.1